{
  "formula": "C30H60F21N4O24S7",
  "method": "ωB97M-V/def2-TZVPD",
  "multiplicity": 1,
  "total_charge": -3,
  "e_homo_ev": -2.0,
  "orbital_gap_ev": 5.53,
  "symbols": ["C", "C", "C", "O", "C", "N", "H", "H", "H", "H", "H", "H", "H", "H", "H", "H", "H", "H", "C", "C", "C", "O", "C", "N", "H", "H", "H", "H", "H", "H", "H", "H", "H", "H", "H", "H", "C", "C", "C", "O", "C", "N", "H", "H", "H", "H", "H", "H", "H", "H", "H", "H", "H", "H", "C", "C", "C", "C", "N", "C", "C", "C", "C", "C", "C", "C", "H", "H", "H", "H", "H", "H", "H", "H", "H", "H", "H", "H", "H", "H", "H", "H", "H", "H", "H", "H", "H", "H", "H", "H", "C", "F", "F", "F", "S", "O", "O", "O", "C", "F", "F", "F", "S", "O", "O", "O", "C", "F", "F", "F", "S", "O", "O", "O", "C", "F", "F", "F", "S", "O", "O", "O", "C", "F", "F", "F", "S", "O", "O", "O", "C", "F", "F", "F", "S", "O", "O", "O", "C", "F", "F", "F", "S", "O", "O", "O"],
  "xyz": [[3.308, 0.013, 1.695], [2.201, -0.967, 1.513], [0.742, -0.581, 1.922], [0.260, 0.263, 0.880], [-1.099, 0.141, 0.584], [2.239, -1.669, 0.178], [1.416, -2.263, -0.024], [2.390, -1.146, -0.707], [3.068, -2.280, 0.205], [3.111, 1.011, 1.306], [4.194, -0.492, 1.301], [3.548, 0.161, 2.747], [2.555, -1.847, 2.062], [0.816, 0.016, 2.832], [0.091, -1.453, 1.971], [-1.598, -0.822, 0.420], [-1.225, 0.800, -0.278], [-1.757, 0.560, 1.361], [7.757, -4.343, 2.089], [6.389, -4.233, 2.733], [6.020, -3.053, 3.555], [6.089, -1.975, 2.693], [6.239, -0.643, 3.186], [5.325, -4.359, 1.632], [5.249, -3.484, 1.086], [5.442, -5.107, 0.951], [4.466, -4.507, 2.159], [7.958, -5.360, 1.755], [8.580, -4.097, 2.760], [7.799, -3.566, 1.322], [6.210, -5.153, 3.298], [6.611, -2.867, 4.458], [4.995, -3.195, 3.932], [5.301, -0.300, 3.629], [6.414, 0.039, 2.358], [6.989, -0.609, 3.978], [1.614, 3.384, -0.389], [0.902, 4.614, -0.947], [0.297, 4.379, -2.321], [-0.425, 5.523, -2.747], [-1.606, 5.266, -3.472], [-0.181, 4.992, 0.045], [-0.470, 5.908, -0.295], [-0.997, 4.370, 0.047], [0.271, 5.032, 0.965], [0.913, 2.649, 0.009], [2.300, 3.790, 0.350], [2.117, 2.861, -1.205], [1.563, 5.482, -0.979], [-0.421, 3.569, -2.163], [1.149, 4.134, -2.957], [-1.333, 4.828, -4.435], [-2.182, 6.177, -3.651], [-2.410, 4.659, -3.047], [-9.408, 1.155, -4.959], [-7.911, 1.077, -4.638], [-7.517, 0.053, -3.590], [-6.000, -0.063, -3.388], [-5.460, -1.163, -2.476], [-4.050, -0.750, -1.983], [-3.077, -1.438, -2.905], [-3.767, -2.722, -3.323], [-5.266, -2.420, -3.339], [-6.371, -1.378, -1.293], [-6.570, -0.225, -0.335], [-7.821, -0.543, 0.495], [-9.732, 0.250, -5.478], [-9.539, 2.019, -5.606], [-10.001, 1.218, -4.046], [-7.579, 2.085, -4.367], [-7.410, 0.953, -5.604], [-7.906, -0.856, -4.064], [-7.993, 0.265, -2.633], [-5.624, 0.892, -3.019], [-5.534, -0.243, -4.355], [-3.936, -1.296, -1.040], [-3.936, 0.311, -1.781], [-2.098, -1.603, -2.458], [-2.960, -0.814, -3.796], [-3.530, -3.557, -2.660], [-3.427, -3.117, -4.282], [-5.807, -3.201, -2.807], [-5.555, -2.366, -4.384], [-5.976, -2.290, -0.838], [-7.291, -1.761, -1.749], [-6.739, 0.725, -0.843], [-5.589, -0.151, 0.138], [-8.092, 0.163, 1.279], [-7.913, -1.520, 0.970], [-8.574, -0.449, -0.294], [0.657, -0.224, -3.984], [0.321, 0.085, -5.256], [-0.218, 0.283, -3.110], [0.580, -1.552, -3.885], [2.416, 0.309, -3.551], [3.272, -0.224, -4.603], [2.398, 1.781, -3.490], [2.612, -0.391, -2.285], [-0.316, 2.886, 4.295], [-1.404, 3.612, 4.600], [-0.085, 2.002, 5.278], [-0.629, 2.147, 3.219], [1.071, 4.144, 3.988], [1.213, 4.807, 5.287], [2.206, 3.369, 3.557], [0.523, 5.065, 2.990], [-4.661, 3.014, 0.835], [-4.421, 3.996, 1.677], [-4.168, 1.835, 1.214], [-5.980, 2.815, 0.734], [-3.948, 3.462, -0.888], [-4.450, 2.356, -1.697], [-4.463, 4.769, -1.243], [-2.499, 3.464, -0.665], [5.754, -5.515, -1.105], [5.388, -6.666, -1.681], [6.091, -5.862, 0.169], [6.853, -5.060, -1.705], [4.293, -4.295, -1.172], [3.162, -5.152, -0.862], [4.621, -3.360, -0.087], [4.252, -3.746, -2.508], [2.938, -0.148, 6.025], [2.788, 0.621, 4.956], [1.801, -0.207, 6.720], [3.197, -1.380, 5.537], [4.273, 0.531, 7.189], [3.785, 1.856, 7.485], [4.375, -0.295, 8.407], [5.536, 0.670, 6.449], [5.533, 3.854, 0.123], [4.585, 2.942, -0.068], [6.017, 4.085, -1.128], [5.148, 4.988, 0.718], [6.957, 3.137, 1.153], [7.663, 2.263, 0.220], [7.766, 4.275, 1.620], [6.250, 2.470, 2.246], [-2.168, -4.525, 1.068], [-1.614, -4.804, 2.268], [-3.005, -5.512, 0.776], [-2.910, -3.424, 1.257], [-0.849, -4.310, -0.271], [-1.606, -4.365, -1.511], [-0.253, -2.994, -0.067], [0.114, -5.372, -0.142]],
  "forces_ev_per_a": [[0.3, 0.5, 0.0], [-0.9, -1.7, 0.6], [1.3, 0.5, -1.2], [0.1, -0.8, 0.0], [-1.3, 1.4, 0.1], [0.5, -0.1, -1.3], [-0.1, 0.1, 0.5], [-0.2, 0.8, 0.3], [-0.4, 0.1, -0.1], [0.2, -0.1, -0.4], [0.2, 0.7, -0.4], [-0.5, -0.1, 0.0], [-0.7, 0.3, 1.1], [-0.2, -0.3, 0.3], [0.2, -0.1, 0.4], [1.1, -0.5, -0.3], [-0.3, -0.3, -0.2], [0.4, 0.3, 0.3], [0.2, 1.0, 0.3], [-0.4, -2.8, -0.5], [-0.4, 1.2, 0.5], [0.2, 0.3, -1.3], [-0.8, 0.2, 0.8], [0.9, 0.7, 6.1], [0.3, -0.2, 0.9], [-0.5, 1.0, 1.9], [-0.3, 0.3, -0.4], [-0.2, 0.2, -0.4], [-0.2, 0.1, 0.4], [0.2, -0.4, -0.4], [0.2, 0.1, 0.5], [0.4, -0.4, -0.1], [-0.1, 0.0, 0.1], [0.1, -0.1, 0.2], [0.4, -0.2, 0.0], [0.2, 0.1, -0.2], [-0.1, 0.5, -0.7], [-0.4, -0.6, 0.0], [-0.3, -0.2, 1.0], [-0.4, 0.6, 0.6], [-0.5, 0.0, -1.0], [0.8, 0.7, -0.9], [-0.5, 0.1, 0.5], [0.0, -0.2, -0.1], [-0.3, 0.1, 0.8], [-0.1, 0.2, 0.3], [0.1, -0.8, 0.3], [0.4, 0.2, 0.1], [0.1, 0.0, 0.1], [0.3, -0.4, -0.6], [-0.4, -0.2, -0.4], [-0.1, 0.0, -0.2], [0.7, 0.5, 0.0], [0.7, -0.5, 0.7], [0.5, -0.5, 0.3], [0.3, 1.5, -0.3], [0.3, -0.9, -0.7], [0.1, 0.8, -0.3], [-0.1, 1.5, -1.0], [0.2, -1.7, 1.0], [-0.1, 0.7, -1.3], [0.3, -1.0, 0.4], [0.7, -0.8, 1.3], [-0.4, -1.5, -1.4], [0.9, -0.5, 0.1], [-0.3, 0.4, -0.4], [-0.1, 0.1, -0.1], [-0.4, 0.0, 0.1], [-0.1, 0.3, -0.1], [0.0, -0.1, 0.4], [0.3, -0.6, 0.2], [0.0, -0.5, 0.8], [-0.3, -0.1, -0.1], [0.1, -0.1, 0.2], [0.1, 0.1, 0.0], [-0.2, 0.2, 0.2], [-0.3, 0.1, -0.4], [-0.1, 0.0, 0.1], [0.4, 0.0, 0.0], [0.0, 0.3, 0.4], [0.0, 0.4, -0.2], [-0.2, -0.1, -0.4], [-0.8, 0.7, 0.3], [0.2, 0.3, 0.5], [-0.3, 0.4, 0.1], [0.1, 0.0, -0.1], [-0.4, 0.4, 0.7], [0.4, 0.3, -0.2], [0.4, -0.2, -0.3], [-0.6, -0.3, 0.5], [1.4, -0.2, 0.0], [-0.3, 0.3, 0.5], [-0.4, 0.3, -0.4], [-0.2, -0.3, 0.0], [1.6, 0.7, -0.4], [-1.1, 0.3, 0.3], [-0.7, -1.6, 0.1], [-0.5, 0.5, 0.0], [0.5, 0.5, 0.0], [-0.4, -0.2, 0.3], [0.1, 0.6, -0.1], [0.1, 0.1, -0.5], [1.2, 0.7, 1.8], [-0.5, -0.9, -1.0], [-0.6, -0.2, -0.3], [-0.6, -0.4, -0.9], [0.5, 0.1, -2.4], [0.1, -0.3, 0.7], [0.5, 0.2, 0.6], [-0.7, 0.4, 0.1], [0.4, 0.3, 0.6], [0.1, 0.0, 0.1], [-0.3, -0.5, 0.3], [-0.8, -0.4, 0.0], [-0.7, 0.0, -1.9], [0.2, 0.3, -0.1], [2.0, -2.6, -2.2], [-0.2, -0.1, 0.3], [-2.1, -0.3, -1.8], [1.2, 0.3, 0.5], [-1.5, 1.8, -4.3], [1.0, -0.5, 1.2], [1.0, 0.2, 0.6], [-0.2, 0.3, 0.2], [-0.3, -0.1, -0.3], [0.1, -0.5, 0.2], [2.8, 2.0, 1.4], [-1.4, -0.1, -0.1], [-0.7, -0.5, -1.6], [-1.1, -1.7, -0.3], [2.9, -1.2, 0.1], [-0.7, 0.6, 0.6], [-0.4, 0.9, 0.3], [-1.0, -0.3, -0.8], [0.8, -0.1, 1.3], [-0.6, 0.3, 0.2], [-0.9, -0.5, -0.9], [0.2, 0.1, -0.9], [1.0, 0.3, 0.5], [0.0, 0.0, -0.4], [-0.2, -0.5, -0.2], [-0.1, 0.3, -0.3], [1.3, 0.2, -1.9], [-0.9, 0.0, 0.5], [-0.7, 0.1, 0.8], [-0.7, -0.4, 0.9]]
}

=====

{
  "formula": "C30H60N4O8",
  "method": "ωB97M-V/def2-TZVPD",
  "smiles": "CCOC(C)=O.CCOC(C)=O.CCOC(C)=O.CCCC#N.CCCC#N.CCCC#N.CCCC#N.CO.CO",
  "multiplicity": 1,
  "e_homo_ev": -9.7,
  "orbital_gap_ev": 10.37,
  "symbols": ["C", "C", "C", "C", "N", "H", "H", "H", "H", "H", "H", "H", "C", "C", "C", "C", "N", "H", "H", "H", "H", "H", "H", "H", "C", "C", "C", "C", "N", "H", "H", "H", "H", "H", "H", "H", "C", "C", "C", "C", "N", "H", "H", "H", "H", "H", "H", "H", "O", "C", "O", "C", "C", "C", "H", "H", "H", "H", "H", "H", "H", "H", "O", "C", "O", "C", "C", "C", "H", "H", "H", "H", "H", "H", "H", "H", "O", "C", "O", "C", "C", "C", "H", "H", "H", "H", "H", "H", "H", "H", "C", "O", "H", "H", "H", "H", "C", "O", "H", "H", "H", "H"],
  "xyz": [[5.485, 1.826, -4.221], [5.921, 0.739, -3.273], [5.389, 0.954, -1.813], [3.930, 0.914, -1.722], [2.793, 0.807, -1.590], [5.789, 1.649, -5.265], [6.051, 2.722, -3.865], [4.431, 1.989, -4.210], [7.024, 0.772, -3.247], [5.662, -0.240, -3.626], [5.699, 1.933, -1.578], [5.787, 0.139, -1.081], [-0.191, -5.025, 0.658], [-0.319, -4.239, 1.977], [-1.264, -4.968, 2.962], [-2.578, -5.212, 2.354], [-3.612, -5.326, 1.871], [-1.184, -5.160, 0.230], [0.261, -6.005, 0.836], [0.444, -4.504, -0.086], [-0.722, -3.234, 1.848], [0.649, -4.167, 2.470], [-1.451, -4.299, 3.793], [-0.843, -5.946, 3.336], [-4.600, -1.462, 4.280], [-4.224, 0.004, 4.423], [-4.869, 0.838, 3.234], [-4.282, 0.428, 1.941], [-3.908, 0.019, 0.937], [-5.703, -1.660, 4.369], [-4.006, -2.105, 4.969], [-4.270, -1.762, 3.289], [-3.140, 0.107, 4.510], [-4.634, 0.382, 5.361], [-4.725, 1.904, 3.418], [-5.954, 0.627, 3.123], [3.025, -3.079, -2.454], [3.577, -3.828, -1.211], [3.105, -3.131, 0.108], [4.008, -2.056, 0.648], [4.875, -1.451, 1.024], [3.382, -2.076, -2.495], [1.891, -3.087, -2.430], [3.320, -3.685, -3.318], [4.641, -3.799, -1.264], [3.353, -4.873, -1.331], [2.822, -3.844, 0.915], [2.195, -2.537, -0.059], [-2.617, -2.580, -0.554], [-3.448, -2.899, -1.369], [-3.746, -2.244, -2.531], [-3.206, -0.906, -2.657], [-3.400, -0.513, -4.117], [-4.396, -4.039, -1.142], [-2.182, -0.784, -2.357], [-3.748, -0.251, -2.024], [-4.427, -0.745, -4.367], [-2.755, -1.048, -4.815], [-3.312, 0.605, -4.287], [-5.289, -3.934, -1.744], [-4.625, -4.102, -0.031], [-3.970, -4.981, -1.371], [-1.790, 1.915, -1.737], [-1.550, 2.834, -0.973], [-0.666, 3.783, -1.302], [-0.135, 3.662, -2.620], [0.872, 4.720, -2.957], [-2.178, 3.015, 0.349], [-0.932, 3.867, -3.311], [0.213, 2.610, -2.792], [1.775, 4.615, -2.350], [0.406, 5.650, -2.666], [1.155, 4.715, -3.994], [-3.262, 3.076, 0.087], [-1.860, 3.927, 0.886], [-2.037, 2.133, 0.892], [0.092, 4.322, 1.979], [1.220, 3.946, 1.715], [2.297, 4.784, 1.713], [2.013, 6.150, 1.971], [1.796, 6.814, 0.649], [1.483, 2.619, 1.148], [2.916, 6.501, 2.474], [1.214, 6.395, 2.706], [2.754, 6.974, 0.111], [1.263, 7.788, 0.745], [1.249, 6.168, 0.013], [1.877, 2.688, 0.136], [0.631, 1.940, 1.184], [2.240, 2.098, 1.725], [0.131, -0.464, -0.358], [-0.969, -0.059, 0.429], [1.090, -0.288, 0.092], [-0.038, -1.535, -0.606], [0.074, 0.111, -1.254], [-1.813, -0.255, -0.011], [0.338, -0.769, 3.657], [-0.915, -1.048, 3.101], [0.281, -1.101, 4.748], [1.157, -1.418, 3.259], [0.637, 0.274, 3.588], [-0.939, -0.726, 2.195]],
  "forces_ev_per_a": [[1.4, 0.8, 0.0], [0.4, -0.3, 0.6], [0.5, -2.3, -0.5], [0.0, -0.3, 0.1], [0.1, 0.2, -0.2], [0.0, -0.1, 0.4], [-0.8, -0.2, -0.5], [-0.8, 0.3, 0.1], [-0.4, -0.2, 0.3], [-0.3, -0.6, -0.2], [0.5, 1.1, 1.0], [-0.5, 1.7, -1.2], [0.3, 0.6, 0.0], [-0.2, -0.8, -0.2], [0.3, -0.6, -0.1], [0.3, 0.1, 0.2], [-0.2, -0.2, 0.0], [0.1, 0.0, -0.2], [-0.1, 0.0, 0.0], [-0.4, -0.2, 0.4], [0.1, 0.0, -0.2], [0.1, 0.2, 0.0], [0.1, 0.0, 0.4], [-0.4, 1.0, -0.4], [0.2, -0.6, 0.0], [-1.2, 0.2, -0.2], [0.6, -0.7, 0.5], [-0.3, 0.1, 0.4], [0.1, 0.1, -0.1], [1.1, 0.2, 0.1], [-0.7, 0.4, -0.2], [-0.2, -0.3, -0.2], [-0.1, 0.2, -0.5], [-0.1, 0.2, 0.0], [0.0, 0.0, -0.3], [0.6, 0.2, 0.4], [-1.3, -1.9, 0.6], [-0.5, 1.7, -0.2], [-0.7, 0.6, 0.5], [-2.2, -4.0, -1.7], [2.5, 2.5, 1.2], [0.2, 0.8, -0.2], [1.3, 0.2, 0.0], [0.0, 0.5, -0.1], [1.0, 0.1, 0.1], [-0.6, -0.4, 0.6], [0.6, 0.5, -0.4], [-0.2, -0.6, -0.3], [0.2, 0.4, -0.7], [-0.7, 0.0, 0.1], [0.9, 0.0, 1.1], [0.1, 0.0, -1.4], [-0.3, 1.2, 0.0], [-0.7, 0.5, 1.5], [0.6, -0.6, 0.1], [-0.8, 0.5, 0.7], [-0.3, -0.1, -0.2], [0.1, 0.0, 0.2], [0.2, -1.3, 0.4], [-0.2, 0.1, 0.0], [0.2, 0.2, -1.4], [0.7, -0.9, -0.4], [-0.2, 0.4, 0.5], [0.4, -0.9, -1.1], [0.6, 0.6, 0.2], [0.2, -1.3, -1.1], [0.5, -0.1, 1.8], [-1.4, 1.9, -0.7], [-0.8, -0.5, -0.3], [-0.2, 1.0, 0.2], [0.1, 0.0, -0.1], [0.1, 0.6, -0.2], [-0.1, -0.1, -0.4], [0.6, 0.0, 0.5], [-0.1, -0.7, -0.4], [0.3, -1.2, 1.0], [1.1, 0.0, 0.4], [-1.5, 1.4, -0.7], [-0.8, -1.4, 0.7], [0.5, 1.0, 1.0], [0.7, 1.7, -0.3], [0.8, -1.4, 0.2], [0.1, 0.2, -0.2], [0.1, -1.0, -0.7], [-0.4, 0.1, 0.4], [0.4, -0.7, -0.1], [-1.0, -0.6, -0.6], [-0.1, 0.1, -0.1], [-0.3, 0.5, -0.2], [0.5, 0.0, 0.1], [-1.5, -1.2, -0.8], [0.1, 0.3, 1.3], [0.2, 0.1, 0.6], [0.6, 0.4, 0.0], [0.4, 0.3, -1.0], [0.3, -0.1, 0.0], [0.6, -1.5, 1.6], [-0.2, -0.1, 0.3], [0.1, 0.8, -1.2], [-0.4, 0.5, -0.2], [0.0, 0.2, 0.0], [-0.1, 0.2, -0.7]]
}